Record 1
DFT (wB97M-V/def2-TZVPD) results for a gas-phase ion, C20H19F2 (charge +1) in a non-equilibrium geometry.

Positions of all 41 atoms, in Å:
F1 -2.2378 4.4335 -0.6232
C1 -2.1966 3.0388 -0.6351
C2 -3.4000 2.3195 -0.5240
C3 -3.4307 0.9988 -0.9916
C4 -2.2544 0.3263 -1.2687
C5 -1.0185 0.9441 -1.0841
C6 0.1430 0.0727 -0.6835
C7 1.4019 0.9201 -0.6198
C8 2.5363 0.6155 -1.3776
C9 3.6911 1.4042 -1.4418
C10 3.7909 2.4660 -0.4891
C11 2.6685 2.7409 0.3644
F2 2.7389 3.8477 1.2194
C12 1.4598 2.0669 0.1869
C13 -1.0382 2.3661 -1.0359
H1 -4.2651 2.8613 -0.2211
H2 -4.4127 0.5074 -1.1475
H3 -2.2710 -0.6682 -1.6810
H4 0.2502 -0.7769 -1.4536
H5 2.5286 -0.3187 -1.9547
H6 4.4744 1.2637 -2.2563
H7 4.6880 3.0758 -0.3799
H8 0.5839 2.5431 0.5968
H9 -0.2304 3.0142 -1.4134
C14 -1.4393 -2.7815 0.4313
C15 -1.4481 -1.4747 1.2023
C16 -0.1966 -0.5475 0.8087
C17 1.0637 -1.0925 1.2982
C18 1.4891 -2.4291 1.2803
C19 0.7694 -3.6063 1.1225
C20 -0.6898 -3.8468 1.2543
H10 -2.4540 -3.1767 0.3516
H11 -0.9827 -2.7143 -0.5733
H12 -2.3647 -0.9114 0.9664
H13 -1.4228 -1.7173 2.2988
H14 -0.3879 0.4623 1.3114
H15 1.8298 -0.3501 1.5805
H16 2.5661 -2.6096 1.3345
H17 1.3341 -4.5535 1.0050
H18 -1.0118 -3.8173 2.3304
H19 -0.8545 -4.8963 0.9114

- Gap between HOMO and LUMO: 5.8 eV
- E_HOMO: -12.03 eV
- Total charge: +1

Record 2
DFT (wB97M-V/def2-TZVPD) results for C6H7ClO in the gas phase in a non-equilibrium geometry.

Positions of all 15 atoms, in Å:
C1 1.5537 1.3530 -0.5928
C2 0.8373 0.8355 0.6587
C3 -0.1257 -0.2339 0.3467
C4 -0.1402 -1.5955 0.1925
C5 -1.3975 -2.0715 -0.1436
O1 -2.3151 -1.1004 -0.2582
C6 -1.7948 0.0812 -0.0416
Cl1 -2.6697 1.5088 0.0116
H1 2.0991 0.5470 -1.0738
H2 2.2523 2.1393 -0.3185
H3 0.8397 1.7518 -1.3103
H4 0.3090 1.6565 1.1487
H5 1.5794 0.4515 1.3628
H6 0.7038 -2.2459 0.3259
H7 -1.7312 -3.0773 -0.3082

- Gap between HOMO and LUMO: 8.4 eV
- E_HOMO: -7.50 eV
- SMILES: CCc1ccoc1Cl
- Total charge: 0

Record 3
DFT (wB97M-V/def2-TZVPD) results for a molecular structure, C45H50ClCoN12O3 in a non-equilibrium geometry.

Positions of all 112 atoms, in Å:
Co1 26.1582 14.6893 10.8401
C1 12.4203 15.3508 10.7597
O1 13.1665 14.1484 10.7709
C2 14.4791 14.1970 10.8169
C3 15.2309 12.9809 10.7139
C4 16.5545 12.9702 10.6339
C5 17.3447 14.2198 10.6520
C6 16.5160 15.4351 10.8686
C7 15.1681 15.3816 10.9292
C8 18.7113 14.2815 10.6088
N1 19.4374 15.4398 10.7758
C9 20.6967 15.0565 10.7062
C10 20.8083 13.6053 10.5261
N2 19.5352 13.2197 10.4588
C11 22.1126 12.9863 10.5389
C12 22.3105 11.5818 10.5266
C13 23.5703 11.0684 10.5786
C14 24.6115 11.9874 10.6005
N3 24.4903 13.2948 10.6617
C15 23.2426 13.8247 10.6909
C16 23.1484 15.2227 10.8951
N4 24.2940 15.9253 10.9748
C17 24.1922 17.2500 11.1082
C18 23.0139 17.9600 11.1553
C19 21.8086 17.2308 11.0908
C20 21.8946 15.8360 10.8765
H1 11.3460 15.0317 10.8772
H2 12.6778 15.8959 9.8602
H3 12.7270 16.0596 11.5398
H4 14.6645 12.0376 10.6263
H5 17.1990 12.1407 10.6144
H6 17.1057 16.3279 11.0149
H7 14.6835 16.3429 10.9586
H8 19.2511 12.3428 10.0448
H9 21.4439 10.9251 10.4318
H10 23.7364 10.0177 10.5685
H11 25.6646 11.6782 10.5027
H12 25.1334 17.7897 11.0938
H13 22.8748 19.0448 11.1718
H14 20.8566 17.7093 11.1657
C21 32.9279 11.9719 11.8970
C22 32.0187 10.9459 11.1761
C23 30.6471 10.9227 11.9165
C24 32.6913 9.5612 11.3395
C25 31.9372 11.2817 9.6152
O2 33.2658 11.5052 9.1896
C26 31.3715 10.1377 8.7493
C27 29.8523 9.8691 8.4922
C28 29.0368 9.2114 9.5631
C29 27.8871 9.7961 10.0331
C30 27.1357 9.2910 11.1016
C31 27.5423 8.1089 11.7144
Cl1 26.8015 7.5145 13.1152
C32 28.7010 7.4952 11.2310
C33 29.4282 8.0040 10.1690
C34 31.4212 12.6940 9.3175
N5 30.2542 13.2528 10.0233
C35 28.9620 13.0599 9.8644
N6 28.2327 13.7655 10.7318
C36 29.2157 14.4358 11.4264
N7 30.4256 14.0921 11.0736
H15 32.9266 11.7951 12.9673
H16 32.5969 12.9974 11.7783
H17 33.9726 11.9660 11.5381
H18 30.8170 10.4897 12.9059
H19 29.9688 10.2840 11.3415
H20 30.1847 11.8847 12.0319
H21 32.9759 9.4647 12.3679
H22 33.6171 9.5418 10.7346
H23 32.0207 8.7110 11.1279
H24 33.5465 10.7962 8.6111
H25 31.7999 9.2079 9.0778
H26 31.7784 10.3947 7.7845
H27 29.9294 9.2225 7.6042
H28 29.3180 10.7735 8.1442
H29 27.5766 10.7170 9.5782
H30 26.3143 9.8614 11.4513
H31 29.0779 6.5576 11.7422
H32 30.3139 7.5568 9.7703
H33 31.2747 12.8347 8.2482
H34 32.1464 13.4157 9.5459
H35 28.5760 12.3335 9.1387
H36 28.9130 15.0454 12.2930
C37 25.4414 12.4032 16.6478
C38 26.6956 13.1155 16.2022
N8 26.4213 14.0723 15.1481
C39 25.8488 15.3928 15.5722
C40 24.3702 15.5608 15.2905
C41 26.5572 13.8290 13.8700
C42 27.0834 12.4660 13.4870
N9 26.2209 14.6391 12.8837
H37 25.6126 11.9936 17.6395
H38 25.1003 11.6755 15.9029
H39 24.6739 13.1698 16.8924
H40 27.4118 12.3751 15.8316
H41 27.1351 13.6163 17.0922
H42 26.3859 16.2362 15.1154
H43 26.1383 15.5376 16.6394
H44 24.1238 15.5359 14.2250
H45 23.9089 16.4156 15.7779
H46 23.9193 14.6845 15.6667
H47 28.1135 12.4641 13.8017
H48 27.1023 12.3889 12.4016
H49 26.5916 11.5877 13.8880
H50 25.8744 15.5496 13.1801
O3 26.0405 14.7105 8.8758
N10 26.8872 15.1317 8.0068
C43 27.6430 16.1602 8.3332
C44 27.5144 16.5920 9.7280
N11 27.3110 16.8959 10.8203
C45 28.4448 16.8075 7.4031
N12 29.0354 17.3181 6.5534

- <S²>: 6.0537
- Gap between HOMO and LUMO (spin up / spin down): 6.7 / 4.3 eV
- E_HOMO (spin up / spin down): -12.61 / -12.61 eV
- Multiplicity: 5
- Total charge: +2

Record 4
DFT (wB97M-V/def2-TZVPD) results for a molecular structure, S2 in a non-equilibrium geometry.

Positions of all 2 atoms, in Å:
S1 0.0000 0.0000 1.3526
S2 0.0000 0.0000 -1.3526

- Gap between HOMO and LUMO: 5.4 eV
- E_HOMO: -9.87 eV
- Total charge: 0

total charge of number 4 (S2)? 0

Which formula does entry 4 have? S2